This record from the Open Molecules 2025 dataset describes a molecular structure, C42H55AsN7SSeTi at a distorted geometry. The level of theory is wB97M-V/def2-TZVPD.

Each line ends with the Mulliken charge.
Atoms and positions in Å:
Ti (-0.006, 0.585, 0.355)  -1.7666
C (-6.098, -1.207, 0.626)  -1.2431
C (-4.814, -1.343, 1.432)  -0.3345
N (-3.692, -1.597, 0.565)  0.1213
C (-2.406, -1.215, 0.811)  -0.2944
S (-2.092, 0.249, 1.733)  -0.5085
N (-1.481, -1.955, 0.271)  -1.7320
N (-0.241, -1.401, 0.330)  3.0122
C (0.791, -2.263, 0.291)  0.5020
C (0.602, -3.720, 0.031)  -1.8795
C (2.018, -1.640, 0.566)  0.1505
C (3.282, -2.292, 0.582)  -1.2224
C (4.422, -1.586, 0.824)  -0.9585
C (4.333, -0.192, 1.072)  -1.2627
C (3.082, 0.371, 1.079)  -0.2648
N (1.939, -0.294, 0.861)  1.4078
H (-6.956, -1.019, 1.274)  0.4044
H (-6.302, -2.119, 0.060)  0.3145
H (-6.004, -0.388, -0.087)  0.2524
H (-4.925, -2.132, 2.191)  0.4147
H (-4.609, -0.419, 1.972)  0.2619
H (-3.737, -2.398, -0.053)  0.2769
H (-0.386, -3.896, -0.384)  0.3384
H (0.719, -4.323, 0.938)  0.2418
H (1.336, -4.075, -0.698)  0.4319
H (3.314, -3.356, 0.382)  0.5199
H (5.383, -2.085, 0.826)  0.4251
H (5.205, 0.410, 1.283)  0.4706
H (2.965, 1.426, 1.312)  0.2102
N (2.125, 2.939, -0.878)  0.4024
C (2.166, 1.775, -1.650)  0.5931
C (3.118, 1.743, -2.675)  -1.2352
C (3.131, 0.657, -3.528)  -0.8404
C (2.198, -0.355, -3.359)  -1.5901
C (1.313, -0.261, -2.303)  -0.2971
N (1.321, 0.772, -1.450)  1.3089
C (1.465, 3.407, 0.240)  0.3658
C (1.740, 4.737, 0.610)  -1.2151
C (1.122, 5.266, 1.716)  -0.6873
C (0.223, 4.490, 2.448)  -1.1764
C (-0.002, 3.205, 2.022)  -0.7098
N (0.614, 2.670, 0.953)  1.3869
H (2.757, 3.626, -1.248)  0.2612
H (3.820, 2.557, -2.803)  0.4990
H (3.857, 0.615, -4.330)  0.4107
H (2.128, -1.204, -4.024)  0.6631
H (0.533, -1.004, -2.162)  0.5093
H (2.429, 5.325, 0.017)  0.5013
H (1.328, 6.288, 2.007)  0.3908
H (-0.294, 4.879, 3.313)  0.5208
H (-0.697, 2.547, 2.523)  0.5116
C (-2.608, 3.391, -0.164)  -1.3044
C (-2.553, 2.285, -1.215)  0.2961
C (-3.787, 1.397, -1.141)  -1.4516
C (-1.218, 1.524, -1.210)  -0.0670
H (-3.520, 3.990, -0.258)  0.5254
H (-1.754, 4.070, -0.261)  0.2567
H (-2.594, 2.965, 0.842)  -0.0075
H (-2.606, 2.793, -2.192)  0.5253
H (-3.740, 0.600, -1.887)  0.3018
H (-4.695, 1.988, -1.307)  0.6158
H (-3.871, 0.926, -0.164)  0.0460
H (-0.508, 2.179, -1.740)  0.4608
H (-1.315, 0.645, -1.873)  0.1025
C (-2.765, -2.615, -9.147)  -1.4337
C (-2.540, -2.522, -7.664)  0.7211
C (-3.054, -3.472, -6.792)  -1.0734
C (-2.855, -3.399, -5.418)  0.7987
C (-3.440, -4.469, -4.543)  -1.5775
C (-2.111, -2.343, -4.861)  0.1485
Se (-1.801, -2.277, -2.983)  -0.2971
C (-1.603, -1.367, -5.740)  1.1253
C (-0.811, -0.190, -5.235)  -0.9850
C (-1.819, -1.474, -7.107)  -0.9783
H (-3.356, -3.499, -9.395)  0.3288
H (-1.824, -2.683, -9.701)  0.3011
H (-3.302, -1.744, -9.533)  0.3118
H (-3.629, -4.303, -7.193)  0.1770
H (-3.997, -5.198, -5.138)  0.3532
H (-4.101, -4.034, -3.790)  0.2512
H (-2.657, -4.980, -3.979)  0.2772
H (-1.079, 0.035, -4.204)  -0.2213
H (-0.982, 0.689, -5.861)  0.4038
H (0.264, -0.402, -5.250)  0.2448
H (-1.413, -0.700, -7.756)  0.3278
C (-0.330, 0.774, 5.240)  -1.4694
As (0.696, 0.170, 3.672)  1.8143
C (2.472, 0.255, 4.521)  -1.6091
C (0.284, -1.764, 3.765)  -0.2531
C (1.067, -2.509, 4.784)  -0.3042
C (2.314, -3.048, 4.461)  0.1645
C (3.073, -3.704, 5.416)  -0.7548
C (2.603, -3.836, 6.715)  -0.4031
C (1.364, -3.312, 7.047)  -0.8223
C (0.603, -2.657, 6.090)  -0.1439
H (-0.072, 0.204, 6.135)  0.4198
H (-1.394, 0.664, 5.030)  0.2835
H (-0.111, 1.827, 5.423)  0.4264
H (2.468, -0.194, 5.515)  0.4312
H (2.739, 1.311, 4.595)  0.4215
H (3.212, -0.245, 3.898)  0.3258
H (0.456, -2.151, 2.761)  -0.5901
H (-0.790, -1.813, 3.948)  0.7286
H (2.685, -2.940, 3.447)  0.3680
H (4.037, -4.114, 5.141)  0.4071
H (3.196, -4.351, 7.461)  0.3768
H (0.983, -3.421, 8.056)  0.3806
H (-0.371, -2.260, 6.354)  0.4348

As for the charge: -1. The value obtained for the HOMO energy (alpha / beta) is -2.98 / -2.98 eV. The value obtained for the energy relative to the best compared isomer or geometry (same formula, charge and spin) is 40.3 kJ/mol. Its spin multiplicity is 1.


This record from the Open Molecules 2025 dataset describes 10 unconnected molecules or ions with the total composition C42H55FN12O4S2 at a distorted geometry. The level of theory is wB97M-V/def2-TZVPD.

Each line ends with the Mulliken charge.
Atoms and positions in Å:
C (2.978, -2.649, -1.596)  -0.7696
C (2.660, -1.083, -1.960)  0.0922
O (1.240, -0.702, -1.901)  -0.1559
N (0.998, 0.227, -0.959)  0.0813
C (-0.473, 0.155, -0.567)  -0.7147
C (-0.864, -1.132, 0.372)  -0.4668
S (-2.761, -1.058, 0.585)  0.0595
C (-3.420, -1.426, -1.144)  0.2030
N (-4.051, -2.734, -1.606)  -0.2063
N (-4.413, -2.713, -2.968)  -0.3069
C (-4.047, -1.350, -3.513)  -0.0553
O (-3.472, -0.608, -2.366)  -0.2101
S (1.165, 1.870, -1.624)  1.0911
O (1.737, 2.757, -0.490)  -0.5541
O (2.016, 1.924, -2.915)  -0.5000
F (-0.405, 2.503, -2.065)  -0.3252
H (3.821, -3.054, -2.338)  0.3298
H (3.326, -2.695, -0.473)  0.0529
H (2.011, -3.273, -1.813)  0.2977
H (3.013, -0.907, -3.084)  0.0514
H (3.262, -0.305, -1.311)  0.2156
H (-1.082, 0.069, -1.562)  0.4825
H (-0.719, 1.123, 0.069)  0.2569
H (-0.396, -1.049, 1.459)  0.3669
H (-0.628, -2.179, -0.096)  0.2543
H (-4.134, -0.868, -4.576)  0.3499
N (-3.236, -0.828, 4.393)  0.5090
C (-3.683, -2.055, 4.811)  -0.6147
C (-4.183, -1.914, 6.086)  -0.6154
C (-4.039, -0.554, 6.448)  -0.7119
C (-3.454, 0.095, 5.383)  -0.6382
H (-2.813, -0.633, 3.495)  0.0141
H (-3.605, -2.920, 4.167)  0.4973
H (-4.608, -2.706, 6.689)  0.4480
H (-4.331, -0.096, 7.384)  0.6686
H (-3.174, 1.131, 5.246)  0.4298
N (-1.992, 0.542, 8.995)  0.0452
C (-1.678, 0.049, 10.235)  -0.5095
C (-1.531, 1.116, 11.093)  -0.3903
C (-1.770, 2.294, 10.345)  -0.5545
C (-2.056, 1.910, 9.054)  -0.2730
H (-2.153, -0.016, 8.167)  0.2388
H (-1.585, -1.016, 10.399)  0.3635
H (-1.279, 1.052, 12.143)  0.3783
H (-1.739, 3.312, 10.710)  0.3746
H (-2.297, 2.491, 8.174)  0.3373
N (5.211, 1.126, -3.677)  0.3526
C (6.303, 1.453, -2.916)  -0.6790
C (7.420, 1.376, -3.719)  -1.0336
C (6.984, 0.996, -5.011)  -0.5310
C (5.616, 0.851, -4.957)  -0.5180
H (4.256, 1.094, -3.346)  0.1165
H (6.193, 1.709, -1.871)  0.9285
H (8.437, 1.574, -3.408)  0.4571
H (7.602, 0.845, -5.887)  0.4236
H (4.898, 0.576, -5.718)  0.4690
N (-7.386, 0.840, -3.319)  0.0499
C (-7.650, -0.498, -3.458)  -0.3320
C (-8.987, -0.640, -3.754)  -0.5293
C (-9.549, 0.658, -3.800)  -0.3651
C (-8.538, 1.553, -3.531)  -0.5702
H (-6.484, 1.239, -3.096)  0.1912
H (-6.865, -1.232, -3.334)  0.3309
H (-9.502, -1.577, -3.919)  0.4118
H (-10.580, 0.913, -4.008)  0.4160
H (-8.539, 2.633, -3.471)  0.3818
N (-0.124, -5.582, 3.204)  -0.0026
C (-1.065, -4.859, 3.890)  -0.7548
C (-0.516, -3.636, 4.204)  -0.3161
C (0.800, -3.618, 3.683)  -0.5486
C (1.014, -4.831, 3.068)  -0.4968
H (-0.251, -6.522, 2.852)  0.1950
H (-2.041, -5.277, 4.098)  0.4049
H (-1.010, -2.841, 4.748)  0.6326
H (1.514, -2.807, 3.749)  0.4719
H (1.878, -5.224, 2.548)  0.4291
N (5.279, -2.184, 1.762)  0.0519
C (6.461, -1.716, 1.251)  -0.3964
C (7.488, -2.425, 1.833)  -0.5460
C (6.904, -3.359, 2.722)  -0.4764
C (5.539, -3.190, 2.656)  -0.4269
H (4.359, -1.842, 1.517)  0.2125
H (6.471, -0.918, 0.520)  0.4460
H (8.543, -2.287, 1.638)  0.3885
H (7.423, -4.077, 3.343)  0.3874
H (4.732, -3.698, 3.169)  0.3733
N (-7.428, 0.839, 0.192)  0.1563
C (-8.333, 0.662, 1.206)  -0.3069
C (-7.652, 0.736, 2.401)  -0.7973
C (-6.290, 0.973, 2.096)  -0.4674
C (-6.181, 1.035, 0.725)  -0.4335
H (-7.648, 0.828, -0.796)  0.2090
H (-9.380, 0.497, 0.992)  0.3765
H (-8.089, 0.633, 3.386)  0.3938
H (-5.476, 1.086, 2.801)  0.4605
H (-5.325, 1.199, 0.084)  0.4475
N (5.276, 4.293, -1.942)  0.1801
C (4.335, 5.016, -1.255)  -0.4699
C (4.884, 6.239, -0.942)  -0.5141
C (6.200, 6.257, -1.463)  -0.6534
C (6.414, 5.044, -2.078)  -0.2481
H (5.149, 3.353, -2.294)  0.2616
H (3.359, 4.598, -1.048)  0.3146
H (4.390, 7.033, -0.398)  0.3959
H (6.914, 7.068, -1.397)  0.3850
H (7.278, 4.651, -2.598)  0.3748
N (2.239, 1.093, -8.916)  -0.0163
C (3.331, 1.420, -8.156)  -0.5630
C (4.447, 1.343, -8.958)  -0.2829
C (4.012, 0.963, -10.250)  -0.5595
C (2.644, 0.818, -10.197)  -0.4368
H (1.283, 1.061, -8.585)  0.1960
H (3.221, 1.676, -7.110)  0.5210
H (5.465, 1.541, -8.647)  0.4176
H (4.630, 0.812, -11.126)  0.3770
H (1.926, 0.542, -10.957)  0.3659

As for the charge: 0. The value obtained for the HOMO energy is -7.89 eV. Its spin multiplicity is 1. As for the structure (SMILES): CCON(CCSc1nnco1)S(=O)(=O)F.c1cc[nH]c1.c1cc[nH]c1.c1cc[nH]c1.c1cc[nH]c1.c1cc[nH]c1.c1cc[nH]c1.c1cc[nH]c1.c1cc[nH]c1.c1cc[nH]c1.